2 unconnected molecules or ions with the total composition C7H5NOS. Source: the Open Molecules 2025 dataset; level of theory: ωB97M-V/def2-TZVPD.

CARTESIAN COORDINATES (ANGSTROEM)
C 1.4571 2.1771 0.1337
C 0.1893 1.9371 0.2574
C 2.4007 1.1938 0.0875
C 1.8437 -0.0905 0.0363
C -0.3717 0.7835 0.1189
C 0.4805 -0.3417 0.1020
C -0.2783 -1.6873 -0.0627
N -1.4182 -1.5592 -0.6923
O 0.3584 -2.7007 0.2399
S -3.2379 1.0986 0.0694
H 3.4650 1.1994 0.0158
H 2.6043 -0.8872 -0.0340
H -1.7787 -0.5615 -0.7382
H -2.2534 -2.2007 -0.7141
H -3.4608 1.6394 1.1804

Force components x, y, z for each atom (eV/Å):
C -3.12 -0.96 0.54
C 3.25 2.70 -0.41
C 0.01 -0.26 -0.15
C 0.57 -1.08 0.25
C -1.24 -0.11 0.53
C -2.64 -0.11 -0.73
C 4.43 -1.34 0.82
N -4.20 1.45 -0.96
O -1.42 0.69 -0.16
S 2.28 -1.47 -2.73
H 0.50 0.77 0.03
H -0.93 0.06 -0.01
H 0.64 -1.84 0.04
H 2.03 0.36 0.30
H -0.15 1.14 2.63

Calculated values
- energy relative to the best compared isomer or geometry (same formula, charge and spin) (kcal per mole) = 189.9
- total charge = 0